1.
Formula: C58H126N6O10
Source: the OMol25 dataset
Level of theory: ωB97M-V/def2-TZVPD

The total energy comes out at -3365.96509 Eh. Its HOMO energy is -7.9 eV. The orbital gap comes out at 0.3106 Eh. The SMILES is CC1(C)CCCC(C)(C)N1O.CC1(C)CCCC(C)(C)N1O.CC1(C)CCCC(C)(C)N1O.CC1(C)CCCC(C)(C)N1O.CC1(C)CCCC(C)(C)N1O.CC1(C)CCCC(C)(C)N1O.OCCO.OCCO. The LUMO energy is 0.53 eV. Its energy above the lowest of the compared OMol25 structures with the same formula, charge and spin is 135.6 kcal per mole.

Geometry as ORCA input:
```
! RIJCOSX wB97M-V def2-TZVPD def2/J DEFGRID3
* xyz 0 1
O -1.12209 -9.03351 1.99546
O -1.55892 -2.71912 -11.10372
O 5.72417 9.12480 -5.36430
O -6.44987 9.42980 -5.53898
O -11.74305 -2.73847 2.92708
O 13.34372 -8.47610 0.58554
O 4.40893 6.92100 -7.07436
O 6.17846 11.74747 5.43123
O 1.08368 -2.61870 -9.78931
O 2.83023 -2.53981 1.24786
N -7.27529 8.56134 -4.82362
N 12.63053 -7.63487 1.47038
N 3.08480 -1.44603 0.45730
N 5.52017 11.61830 4.18887
N -11.82672 -2.42636 1.50213
N -1.20198 -9.76663 3.16324
C -12.31584 -3.37408 -0.79706
C 11.71423 -6.39590 -0.45689
C 0.68925 -11.16858 2.39348
C 12.38299 -9.25196 3.37219
C -9.26671 -2.59286 1.51680
C -2.22653 -7.87406 4.48263
C -13.96829 -3.57660 0.88743
C 12.27160 -6.81470 3.80627
C 3.81722 10.45882 2.79244
C 11.37361 -7.07518 0.91502
C 3.61598 11.84132 2.07517
C -6.61586 7.61246 -3.91746
C -8.51114 8.18214 -5.59922
C 4.41221 10.62648 4.22690
C -1.75153 -11.83284 1.90608
C 0.72755 -1.63816 -0.52632
C -1.01123 -3.74355 -10.29458
C -8.13529 7.35494 -6.85130
C 14.39687 -7.78118 3.12212
C -9.32934 9.43592 -6.03310
C 4.47830 14.04500 4.34783
C 4.18449 8.36031 -7.09295
C -5.86110 6.49383 -4.65069
C 6.75114 13.47683 3.35652
C -2.36844 -9.39260 3.96221
C -10.60538 -0.36988 1.64101
C 4.24199 -0.37383 2.29329
C 10.85318 -6.40158 3.36627
C 12.88194 -7.88958 2.91685
C -5.64694 8.41894 -2.95169
C 2.68359 -2.66902 -1.60586
C 3.15681 -0.23462 1.27679
C -0.75765 -11.99631 4.18952
C -7.71069 6.78702 -3.04249
C -12.44967 -3.54966 0.70661
C 5.01903 9.21831 4.55530
C -10.53404 -1.77401 1.09534
C 0.55233 -3.75676 -10.42801
C -9.44990 7.41544 -4.63931
C 3.50069 1.01600 0.36439
C -8.88675 6.31520 -3.83101
C -11.95636 -4.99127 1.21815
C 1.80299 0.10486 2.02244
C -2.08319 -11.83256 4.99025
C 4.80762 12.73478 2.11965
C 2.56453 -0.24864 -1.56671
C 4.33777 9.01487 -5.67258
C 10.32644 -8.13334 0.62679
C -3.74963 -9.67183 3.23366
C 3.35509 10.97004 5.27864
C -2.43201 -10.31167 5.24573
C -10.90016 -2.91270 -1.16230
C 2.22793 -1.50516 -0.69125
C 2.52751 1.07274 -0.84461
C 10.85377 -5.99871 1.91682
C -0.80411 -11.14904 2.93074
C -10.47744 -1.63558 -0.48633
C 5.28088 12.95182 3.55960
H 0.88548 -10.47526 1.57562
H 3.74508 -2.49013 -1.77717
H -5.32262 5.92056 -3.89605
H 12.71311 -9.45376 4.39121
H 3.40691 13.85303 4.28974
H -14.31617 -3.69965 1.91307
H 5.57354 9.11837 5.48838
H -2.33126 -7.18702 3.64293
H 5.71126 8.97859 3.74817
H 3.49741 1.90418 0.99623
H -12.47371 -4.29613 -1.35653
H 4.62151 13.71586 1.68268
H 11.39241 -5.06110 1.77949
H 3.81996 11.01476 6.26353
H -10.87661 -2.65040 -2.22000
H -14.41998 -2.68776 0.44694
H 1.60484 -0.53518 2.88220
H 9.78639 -5.93492 1.70531
H -1.37097 -3.55274 -9.28350
H 2.93312 1.89243 -1.43764
H -14.29132 -4.43914 0.30452
H 0.26476 -0.65450 -0.44676
H 4.55425 1.16326 0.12682
H 12.95615 -5.97423 3.92069
H 3.72384 -2.72089 1.54833
H 1.49492 1.34320 -0.62392
H 2.86483 9.94786 2.93375
H 14.64982 -7.55432 4.15781
H 1.77965 -0.11547 -2.31124
H 0.86797 -4.68829 -9.95821
H -1.20716 -7.71615 4.83482
H 13.88593 -7.90582 0.03565
H -4.85187 8.91121 -3.51172
H 10.20325 -8.61144 1.59856
H -3.42511 -10.31142 5.69501
H -9.92913 8.09388 -3.93351
H -5.13348 6.82180 -5.39306
H 2.25399 -2.80720 -2.59805
H -7.63342 7.82134 -7.69906
H -0.51175 -13.05295 4.08396
H 3.16832 8.60041 -7.40576
H -10.87613 -0.26884 2.69201
H -10.25145 7.06482 -5.28944
H 2.73137 12.32270 2.49209
H -3.97802 -10.72538 3.07248
H -9.04780 6.91801 -7.25690
H -2.81473 -12.35645 4.37503
H 5.49535 12.23883 1.43468
H 2.58680 -3.64652 -1.13341
H 10.58376 -8.85478 -0.14873
H -6.47158 5.74134 -5.14987
H 4.36932 0.53056 2.88824
H -1.99513 -12.40218 5.91539
H -1.23847 -1.85046 -10.85005
H -9.32935 10.14999 -5.20957
H -6.12745 9.18291 -2.34049
H -10.19074 -3.72739 -1.01699
H -9.32040 -3.59219 1.08488
H -12.96716 -2.57502 -1.15114
H -11.12726 -0.82121 -0.80669
H 1.37566 -10.80840 3.15978
H 5.58813 12.31062 5.93717
H 4.27521 8.42242 4.59283
H -9.53854 -1.33301 -0.95004
H -3.01011 -7.63523 5.20170
H -11.36825 0.32154 1.28313
H -9.68462 0.15696 1.39053
H 12.16045 -7.08737 -1.17164
H 0.71909 -1.87505 -10.27477
H 3.52835 -0.35194 -2.06518
H 5.22305 -0.59815 1.87460
H -12.53758 -2.36704 3.31742
H -8.85375 9.96650 -6.85796
H 14.85999 -7.08491 2.42295
H 10.47757 -5.58436 3.98203
H 2.92512 11.95741 5.11038
H -1.70113 -9.90224 5.94306
H -6.42430 10.24251 -5.02864
H 9.39985 -7.67707 0.27845
H 5.34647 6.74426 -6.96770
H 0.25421 -2.19602 -1.33431
H -7.53202 6.47600 -6.62407
H 1.90968 1.14185 2.34082
H -8.04909 7.42526 -2.22626
H -8.71096 5.52256 -4.55829
H 3.82079 9.97014 -5.76370
H -7.29744 5.87098 -2.62036
H 0.93254 0.09280 1.36650
H -10.91938 -4.97425 1.55353
H 4.13666 -1.12833 3.07286
H 4.48572 9.86379 2.17024
H -4.52731 -9.17385 3.81273
H -0.08217 -11.52204 4.90150
H 0.44506 -2.27485 0.31209
H -1.29235 -12.77183 1.59696
H 11.29470 -9.26057 3.43263
H 0.83537 -3.73719 -11.48046
H -0.33032 -8.54851 2.23933
H -9.12935 -2.72352 2.59019
H -5.18757 7.73599 -2.23709
H 4.74160 8.81908 -7.90980
H -9.61763 5.95324 -3.10790
H 14.80342 -8.74688 2.82172
H -3.73928 -9.17262 2.26476
H 4.87856 14.08049 5.36106
H 11.95631 -7.25376 4.75280
H 7.32097 12.62693 2.98094
H 4.77104 14.99970 3.91085
H -12.62435 -5.27128 2.03269
H -1.85535 -11.16771 1.04880
H 7.30981 13.86663 4.20743
H -11.88631 -5.62020 0.33066
H -2.76225 -12.14286 2.17148
H -1.34547 -4.70610 -10.68174
H 3.28143 11.67169 1.05174
H 5.83594 9.33179 -4.43357
H 2.51828 10.27324 5.23033
H 10.06446 -7.13252 3.54446
H 3.75814 8.43598 -4.95355
H 12.37167 -5.53917 -0.30892
H 0.92665 -12.18096 2.06665
H 10.83676 -5.90890 -0.88229
H -10.36616 9.18225 -6.25392
H 6.73418 14.26613 2.60497
H -8.41057 -2.08631 1.07122
H 12.77513 -10.03036 2.71765
*
```

Results of the Mulliken charge analysis, in e, for atoms 1 through 5: O -0.4684; O -0.5148; O -0.4964; O -0.4939; O -0.5038



2.
Formula: C39H37ClF4N6O7S2Ti
Source: the OMol25 dataset
Level of theory: ωB97M-V/def2-TZVPD

The total energy comes out at -4868.88098 Eh. Its HOMO energy is -7.8 eV. The orbital gap comes out at 0.2708 Eh. The LUMO energy is -0.43 eV. Its energy above the lowest of the compared OMol25 structures with the same formula, charge and spin is 0.0 kcal per mole.

Geometry as ORCA input:
```
! RIJCOSX wB97M-V def2-TZVPD def2/J DEFGRID3
* xyz 0 1
Ti -0.05537 0.21500 -0.15214
Cl -3.45308 0.36932 -0.67583
S 0.73149 -0.56940 2.24620
S 2.36390 -3.17787 2.14314
F -1.30989 -1.71676 0.37652
F -0.66787 -2.37241 -4.27645
F -2.53726 -4.04985 0.52375
F -1.94375 -4.63325 -4.10780
O -0.38238 5.19254 4.61806
O -4.00151 -0.55824 0.25701
O -2.03421 0.65591 -0.21500
O -3.38613 -0.17237 -2.00016
O 4.47745 2.89562 1.25120
O -1.74249 4.17052 0.53132
O -4.12567 1.62970 -0.65463
N 1.95321 2.61822 1.33579
N 0.37993 3.73090 2.55326
N -0.10758 2.03144 -1.91723
N -0.27046 -0.67848 -1.89730
N -0.29006 1.93123 1.22266
N 1.25640 -1.98438 0.14737
C -1.46870 2.36749 -2.36834
C -2.29048 -4.43122 -1.79146
C 1.07389 7.00093 4.03149
C -3.55957 3.59151 2.02434
C 2.00074 7.55648 3.15723
C -3.34895 1.59104 3.33788
C 2.57223 -3.87641 0.56335
C 4.00005 1.90784 0.42787
C 3.31455 -5.37307 -1.13539
C -1.43512 -2.45112 -0.76136
C 0.01305 -0.05087 -3.19423
C 1.90323 5.55912 1.80405
C 3.27250 -5.02184 0.20245
C 1.97313 -3.44862 -1.73416
C 2.80414 0.00715 -1.14851
C 0.58126 5.73385 3.80108
C -0.92410 -1.90950 -1.93795
C -1.58606 2.21585 1.80959
C 0.99409 4.98812 2.69086
C 1.97344 0.77406 -0.31373
C -2.08841 -3.65406 -0.67135
C -2.50549 5.26640 0.05090
C 2.67206 -4.58621 -2.09534
C 2.40559 6.83243 2.04823
C -1.80066 -3.92832 -2.97502
C 0.57881 1.33724 -3.01156
C 4.17004 0.17180 -1.19630
C -4.07184 2.70834 2.96695
C 0.65368 2.73003 1.65695
C -1.14116 -2.71566 -3.05937
C 5.88564 3.04192 1.34431
C 1.91034 -3.09175 -0.38823
C 0.59550 3.29018 -1.63433
C -2.10476 1.35900 2.76420
C 4.78802 1.13021 -0.39258
C 1.41540 -1.90204 1.43106
C -2.32588 3.34386 1.43932
C 0.15498 4.44380 5.71340
C 2.60530 1.72872 0.46254
H -2.80548 -5.37925 -1.74431
H -5.04400 2.90177 3.40204
H -0.89646 -0.01814 -3.79693
H 0.10132 3.80366 -0.81259
H -0.68724 3.98867 6.22714
H 0.71386 7.54780 4.89390
H 6.35213 2.11095 1.67091
H 6.31198 3.34444 0.38585
H 1.63409 3.09077 -1.38591
H 5.85990 1.25712 -0.42046
H -1.54140 0.47590 3.03424
H 3.77375 -5.62270 0.95072
H 2.20513 5.03126 0.90997
H 1.48272 -2.84118 -2.48325
H -1.40523 3.06085 -3.21614
H 3.85293 -6.26142 -1.43984
H 0.74428 -0.63401 -3.75786
H -3.74673 0.89023 4.05957
H 4.76715 -0.44854 -1.85342
H -1.99593 1.47455 -2.68418
H 1.63793 1.30309 -2.78310
H -2.02060 2.83085 -1.56061
H 2.36041 -0.74984 -1.77989
H -3.43311 4.92056 -0.40966
H 2.38912 8.55006 3.33688
H -0.51438 3.66286 3.01914
H 0.56957 3.93660 -2.52055
H -4.13419 4.46026 1.73986
H 2.71940 -4.87063 -3.13891
H 0.45945 1.89676 -3.94824
H 6.06803 3.81754 2.08143
H -2.73070 5.97356 0.85132
H 0.83075 3.66323 5.35587
H 0.69309 5.10164 6.39805
H 3.11090 7.26102 1.34789
H 2.58267 3.19036 1.87704
H -1.89056 5.75678 -0.69944
*
```

Results of the Mulliken charge analysis, in e, for atoms 1 through 5: Ti -0.3574; Cl 2.2556; S -0.7089; S -0.3312; F -0.3950



3.
Formula: C18H42CaF2N7O10S2
Source: the OMol25 dataset
Level of theory: ωB97M-V/def2-TZVPD

The total energy comes out at -3520.17859 Eh. Its HOMO energy is -11.1 eV. The orbital gap comes out at 0.1980 Eh. The LUMO energy is -5.67 eV. Its energy above the lowest of the compared OMol25 structures with the same formula, charge and spin is 262.4 kcal per mole.

Geometry as ORCA input:
```
! RIJCOSX wB97M-V def2-TZVPD def2/J DEFGRID3
* xyz 1 1
Ca -12.00232 2.04873 19.42782
S -7.82341 -0.66759 18.20647
S -7.17480 1.31473 19.21948
F -9.19051 -1.51736 17.99212
F -7.77263 2.51856 20.14380
O -16.01304 3.57203 19.13835
O -14.70642 -1.48916 19.03136
O -6.19917 0.77808 20.21155
O -11.53130 4.66190 22.71352
O -12.21020 1.43652 15.07411
O -7.07887 -1.51848 19.10580
O -10.87386 5.64255 17.80420
O -13.22865 -0.01285 23.12836
O -6.61681 2.13962 18.13019
O -7.42466 -0.53339 16.82544
N -16.58422 -2.62881 19.58063
N -11.03264 1.27804 13.19992
N -18.19015 4.24262 19.17790
N -8.57688 0.71598 18.92393
N -10.08438 7.66404 17.11228
N -10.79400 5.32200 24.72044
N -14.39663 -0.73326 24.90124
C -13.58485 -0.91667 23.89508
C -8.67548 7.25059 17.10149
C -15.44566 -2.47304 18.90908
C -17.15023 3.67423 18.59833
C -11.28852 5.56864 23.53155
C -11.56975 7.04285 23.14883
C -11.06480 6.83648 17.41790
C -9.90725 2.04908 13.57078
C -15.16405 -3.61988 17.94918
C -12.09212 1.00191 13.96452
C -18.10211 4.99095 20.39678
C -17.07993 -1.73655 20.58913
C -14.94960 0.49852 25.30621
C -12.44485 7.29345 17.25024
C -13.02546 -2.30299 23.62850
C -17.42670 3.06449 17.23266
C -13.19049 0.27289 13.32037
C -10.48677 3.99095 25.26989
H -16.47830 -0.83422 20.69839
H -9.62634 4.13371 25.92362
H -17.26574 -2.35048 21.47041
H -12.91715 -2.92074 24.51998
H -10.03603 2.37644 14.60245
H -13.80290 -0.30061 14.01618
H -13.00174 6.80625 16.44986
H -13.89724 0.96417 12.86130
H -17.14391 3.75438 16.43756
H -14.09443 -3.63999 17.74033
H -10.27797 3.27370 24.47614
H -8.54898 6.54309 16.28202
H -15.66136 -3.42922 16.99816
H -18.49166 2.84098 17.16944
H -8.98389 1.48313 13.44738
H -14.51545 1.07162 26.12547
H -15.49822 -4.54880 18.41129
H -12.45990 8.37479 17.11395
H -13.69198 -2.92815 23.03434
H -12.90739 -0.42293 12.53057
H -15.98366 0.27479 25.56844
H -13.00403 7.04891 18.15335
H -16.94511 2.08968 17.15571
H -10.69297 7.48155 22.67250
H -18.89759 5.73590 20.41573
H -19.11510 4.23680 18.77226
H -16.98050 -3.55776 19.59233
H -10.94246 0.81887 12.30486
H -12.09724 -2.29930 23.05709
H -11.30303 3.70865 25.93480
H -18.08711 -1.38317 20.36824
H -8.38956 6.76954 18.03688
H -10.37904 8.55937 16.74942
H -9.90792 2.97557 12.99656
H -11.88207 7.55290 24.06009
H -15.11198 1.22183 24.50712
H -10.81703 6.00676 25.46252
H -14.54491 -1.56174 25.45958
H -12.46202 7.13140 22.52905
H -18.27764 4.34731 21.25877
H -17.17919 5.55753 20.52053
H -7.95725 8.02995 16.84689
*
```

Results of the Mulliken charge analysis, in e, for atoms 1 through 5: Ca 1.9669; S 1.0001; S 0.9880; F -0.2884; F -0.3287



4.
Formula: C30H25F8N3O5S
Source: the OMol25 dataset
Level of theory: ωB97M-V/def2-TZVPD

The total energy comes out at -2895.62194 Eh. Its HOMO energy is -8.6 eV. The orbital gap comes out at 0.2708 Eh. The SMILES is CN1C(=O)[C@@H](Cc2c(F)c(F)c(F)c(F)c2F)N(/C=C/[C@H](c2ccccc2)[C@H](c2ccc([N+](=O)[O-])cc2)S(=O)(=O)C(F)(F)F)C1(C)C. The LUMO energy is -1.25 eV. Its energy above the lowest of the compared OMol25 structures with the same formula, charge and spin is 0.0 kcal per mole.

Geometry as ORCA input:
```
! RIJCOSX wB97M-V def2-TZVPD def2/J DEFGRID3
* xyz 0 1
S -2.00962 4.24952 0.46383
F -0.32969 -2.39853 3.09779
F 4.58543 -4.63827 4.02931
F 2.45552 -5.27100 5.64027
F 0.00726 -4.10299 5.20291
F 4.26012 -2.87351 1.96491
F -0.49782 5.11931 -1.59243
F -0.11997 6.16969 0.28744
F -1.95361 6.58439 -0.84797
O -3.35915 4.16270 -0.05384
O 1.88104 -4.67708 0.11189
O -1.97451 0.65060 5.98733
O -1.78728 4.54739 1.85960
O 0.19052 0.29216 5.84273
N -0.91299 0.58076 5.32165
N 0.30862 -1.65697 -0.78847
N 1.32483 -3.40883 -1.75390
C -1.48549 1.70470 -1.14870
C 0.76158 -2.48068 0.31368
C -1.05001 2.53084 -0.01903
C -3.10994 3.94270 -3.81539
C 3.38340 -4.06919 3.81325
C -0.54231 0.52479 -1.32821
C -0.07593 -1.98534 -3.23834
C -1.04815 3.11992 -4.74747
C 2.30100 -4.38829 4.63641
C -0.52876 -0.59539 -0.57187
C 3.20273 -3.17705 2.76056
C -2.23762 1.55669 2.00695
C 0.18430 1.44016 1.89554
C 0.22595 0.94101 3.18905
C 0.90306 -2.93226 3.33622
C -1.68955 2.47753 -2.49261
C -2.89230 3.15749 -2.68297
C -2.20090 3.89593 -4.87602
C 1.05428 -3.80176 4.40952
C -1.03629 1.84741 1.33042
C -0.97017 0.85749 3.92789
C -1.08150 5.63250 -0.47876
C 1.41368 -3.66716 -0.40963
C 0.91776 -2.04082 -2.07032
C 2.15336 -1.19395 -2.40111
C -0.75607 2.46460 -3.54040
C 1.72127 -1.78335 1.26621
C 1.94025 -4.29001 -2.72139
C 1.95471 -2.62588 2.47200
C -2.21707 1.09304 3.31140
H 1.28767 -0.81535 1.55906
H -3.99657 4.56860 -3.86425
H -0.45058 -0.96407 -3.36893
H 2.87646 -1.23778 -1.57569
H -1.17712 -0.69692 0.30779
H -2.39646 4.44474 -5.79506
H -3.13365 0.96448 3.88468
H 0.42750 -2.30159 -4.16047
H 2.67533 -1.60297 0.75246
H 1.87810 -0.15007 -2.57073
H 1.10428 1.54629 1.31147
H 2.61627 -1.58405 -3.31769
H -0.11125 3.06150 -0.24936
H 2.26621 -5.19676 -2.20589
H -0.11075 -2.84602 0.87386
H 1.21618 -4.55081 -3.50071
H 0.24748 0.64779 -2.06412
H -3.20162 1.71368 1.50856
H -2.48407 1.29326 -0.89640
H -0.34747 3.02333 -5.57898
H -0.92701 -2.64709 -3.03295
H 0.19578 1.93724 -3.44400
H 1.15818 0.65993 3.67291
H -3.68064 3.06040 -1.94265
H 2.80379 -3.81274 -3.20286
*
```

Results of the Mulliken charge analysis, in e, for atoms 1 through 5: S 1.2975; F -0.4360; F -0.2908; F -0.2907; F -0.2950